1.
The following is a quantum chemistry calculation of a molecular structure, C22H27NO4 at a distorted geometry, from the Open Molecules 2025 dataset.

Calculated values
Total energy   -1209.566915 Eh
ΔE to the lowest compared entry with this formula, charge and spin   1892.5 kJ/mol
Net charge   0
HOMO-LUMO gap   8.859 eV

Atoms and positions in Å:
C  3.2129  -0.5615  3.5560
H  2.3895  -0.2265  4.1175
H  3.2781  0.2437  2.6170
H  4.2198  -0.5851  4.0661
O  3.3295  -1.7393  2.8985
C  2.0979  -2.1050  2.2504
C  1.1073  -1.1518  2.0829
C  0.1035  -1.5002  0.9181
C  0.0022  -2.7978  0.4177
C  0.8952  -3.6657  0.7632
C  1.8580  -3.5887  1.5433
O  2.9835  -4.5099  1.7584
C  3.4694  -4.4781  3.1817
H  3.6480  -5.6529  3.1696
H  2.5309  -4.5818  3.7673
H  4.0185  -3.9283  3.6743
O  0.6877  -4.7762  0.2458
C  1.3674  -6.0716  0.5496
H  2.3508  -5.9604  0.0520
H  0.8292  -6.9087  -0.0906
H  1.3511  -6.3779  1.4498
H  -0.9955  -3.1518  -0.0368
C  -1.1340  -0.5611  0.6498
O  -2.2957  -0.8899  0.5906
N  -0.5502  0.6956  0.3150
H  0.3363  1.0341  0.5797
C  -1.3393  1.9855  0.1860
H  -2.5672  1.4248  0.0586
H  -1.3406  2.6978  0.8804
C  -1.2086  2.3220  -1.3050
C  -2.2896  3.2184  -1.8043
C  -3.3818  2.8440  -2.2348
C  -4.5492  3.7556  -2.4621
C  -4.1832  5.1769  -2.2135
C  -3.0075  5.5669  -1.7445
C  -2.2209  4.5452  -1.5985
H  -1.0224  5.0267  -1.2782
H  -3.0655  6.5872  -1.4425
H  -5.0945  5.7804  -2.4948
H  -5.5308  3.2299  -2.7502
H  -3.7776  1.9045  -2.1621
C  0.1265  2.6764  -1.3515
H  0.2960  3.4766  -2.3155
H  0.6885  3.4300  -0.5652
C  1.2274  1.5283  -1.9286
H  1.7192  1.5062  -1.0510
H  1.8750  2.0518  -2.6060
C  0.2444  0.6978  -2.2926
H  0.3462  -0.3962  -1.8247
H  0.4970  0.0304  -3.2949
C  -1.1962  1.0403  -2.3741
H  -1.4907  1.3685  -3.3703
H  -1.9524  0.3991  -2.1411
H  1.1068  -0.0778  2.3941

2.
The following is a quantum chemistry calculation of a molecular structure, C22H28AuCl2N6O2, from the Open Molecules 2025 dataset.

Calculated values
<S²>   2.019
Total energy   -2389.953923 Eh
ΔE to the lowest compared entry with this formula, charge and spin   0.0 kJ/mol
Net charge   +1
Multiplicity   3
HOMO-LUMO gap (spin up / spin down)   7.501 / 4.640 eV

Atoms and positions in Å:
Au  0.2296  -0.0331  1.1032
C  0.0923  0.0643  6.0659
N  -0.7436  -0.8896  5.3525
C  -1.6414  -1.7462  6.1189
C  -0.8358  -0.7779  4.0029
N  -0.2777  0.1452  3.2985
N  -1.6053  -1.7694  3.4022
C  -2.0524  -1.8448  2.0861
N  -2.8627  -2.9149  1.8687
N  -1.7261  -0.9980  1.1877
H  0.2506  -0.2993  7.0768
H  -0.3629  1.0572  6.1153
H  1.0717  0.1420  5.5930
H  -1.5168  -1.5179  7.1726
H  -1.4056  -2.8063  5.9911
H  -2.6873  -1.5683  5.8638
H  0.2039  0.8518  3.8344
H  -1.8150  -2.5682  3.9737
H  -3.3004  -3.4127  2.6223
H  -3.2349  -3.0519  0.9452
H  -2.1287  -1.1826  0.2678
N  7.5553  1.1211  1.1386
C  6.4169  0.9681  1.1442
C  4.9864  0.7755  1.1450
C  4.2685  0.8891  -0.0422
C  2.8971  0.6971  -0.0368
C  2.2141  0.3894  1.1437
C  2.9517  0.2867  2.3234
C  4.3250  0.4752  2.3305
H  4.7915  1.1276  -0.9590
H  2.3479  0.7914  -0.9657
H  2.4571  0.0433  3.2564
H  4.8914  0.3887  3.2485
Cl  -3.5005  2.2090  0.9176
C  -2.2603  3.4650  0.9129
Cl  -0.7168  2.8768  0.2729
H  -2.0965  3.7986  1.9299
H  -2.5954  4.2765  0.2788
C  -0.1182  0.8010  -7.5073
C  -0.3312  0.4451  -6.0814
C  -1.3040  1.1233  -5.3078
C  -1.4982  0.8187  -3.9934
C  -2.5129  1.5045  -3.1404
C  -0.7022  -0.2398  -3.4183
C  0.3117  -0.9244  -4.1861
C  1.1275  -1.9919  -3.5334
C  0.4515  -0.5850  -5.4964
C  -0.9146  -0.6086  -1.9948
O  -1.8840  -1.2830  -1.6560
O  0.0322  -0.1345  -1.3088
H  -0.5706  1.7555  -7.7651
H  -0.5683  0.0294  -8.1418
H  0.9451  0.8219  -7.7484
H  -1.8920  1.9019  -5.7774
H  -2.9271  2.3701  -3.6526
H  -2.0697  1.8209  -2.1942
H  -3.3205  0.8127  -2.8928
H  1.6480  -1.5987  -2.6593
H  1.8522  -2.4052  -4.2308
H  0.4790  -2.7977  -3.1813
H  1.1815  -1.0946  -6.1135

3.
The following is a quantum chemistry calculation of a molecular structure, C22H28ClN11O2PPrS2 at a distorted geometry, from the Open Molecules 2025 dataset.

Calculated values
<S²>   2.002
Total energy   -3722.352988 Eh
ΔE to the lowest compared entry with this formula, charge and spin   0.0 kJ/mol
Net charge   +2
Multiplicity   3
HOMO-LUMO gap (spin up / spin down)   6.282 / 6.307 eV

Atoms and positions in Å:
Pr  0.1256  -0.6806  1.4439
C  3.0126  2.7115  4.8635
S  3.7527  2.0100  3.3861
C  2.7585  0.6549  2.9881
S  1.1981  0.4397  3.8552
N  3.3743  -0.0730  2.0619
N  2.5459  -0.9905  1.4420
C  3.0472  -2.0004  0.7638
C  2.2426  -2.9494  0.0143
C  2.8052  -4.1027  -0.5605
C  1.9392  -4.9645  -1.2044
C  0.5569  -4.6987  -1.2780
C  0.1068  -3.5028  -0.7569
N  0.9162  -2.6656  -0.0899
H  3.0097  1.9799  5.6749
H  1.9754  3.0577  4.6848
H  3.6355  3.5744  5.1322
H  4.1407  -2.1384  0.7641
H  3.8663  -4.3006  -0.4886
H  2.3239  -5.8589  -1.6618
H  -0.1015  -5.4161  -1.7581
H  -0.9311  -3.1887  -0.8417
Cl  -0.8888  6.3142  3.2197
C  -0.4253  4.8624  2.4737
C  0.9013  4.7202  2.0396
C  1.2586  3.5411  1.4457
C  0.3184  2.5040  1.2201
O  0.8294  1.4875  0.6002
C  -1.0829  2.6643  1.7130
C  -2.1330  1.6880  1.7200
O  -2.0536  0.4850  1.2916
C  -1.3841  3.8787  2.3628
H  1.5914  5.5410  2.1872
H  2.2725  3.4091  1.0823
H  -3.0654  1.9763  2.2134
H  -2.3637  4.0851  2.7733
N  -3.7880  -3.5623  1.4386
N  -2.5114  -3.4831  2.0627
N  -1.9320  -4.4382  2.7786
C  -0.7474  -3.9339  3.1297
N  -0.5828  -2.7170  2.6214
N  -1.6641  -2.4510  1.9245
H  -4.3887  -4.1503  2.0173
H  -4.1379  -2.6077  1.3371
H  -0.0257  -4.4786  3.7116
C  -0.9804  -0.2363  -4.5849
N  -2.1427  0.4377  -3.8487
C  -1.8959  1.9491  -3.8380
N  -0.6306  2.3008  -3.2787
C  0.4611  1.5850  -3.9865
N  0.3029  0.1131  -4.0179
C  0.5892  -0.4769  -2.7212
P  -0.7590  0.1905  -1.5767
C  -2.3118  -0.1243  -2.4745
C  -0.5409  2.0596  -1.8426
H  -1.0331  0.0861  -5.6372
H  -1.1487  -1.3239  -4.5353
H  -3.0142  0.2581  -4.3738
H  -2.7267  2.3828  -3.2531
H  -1.9507  2.2883  -4.8836
H  1.4086  1.8389  -3.5086
H  0.4824  1.9560  -5.0186
H  1.5643  -0.1323  -2.3426
H  0.5888  -1.5770  -2.7837
H  -3.1545  0.3917  -1.9737
H  -2.5397  -1.1923  -2.5414
H  0.4453  2.3825  -1.4968
H  -1.3111  2.6108  -1.2811